Computed, not measured: a molecular structure, C28H33N5O2Sr at a distorted geometry, with ωB97M-V/def2-TZVPD.

Last column: Mulliken charge in e.
Atoms and positions in Å:
Sr1 0.295 -0.892 -0.235  2.07
O1 -2.032 -4.469 -1.450  -0.79
C1 -1.312 -3.482 -1.278  -0.32
N1 -1.014 -2.827 -0.153  -0.42
C2 -1.608 -3.347 1.080  -1.37
C3 -2.188 -2.177 1.839  0.93
C4 -3.555 -1.999 1.997  -0.67
C5 -4.012 -0.897 2.703  -0.39
C6 -3.093 0.001 3.220  -0.87
C7 -1.746 -0.229 2.991  -0.09
N2 -1.293 -1.289 2.317  -0.15
C8 -0.655 -2.899 -2.558  0.63
C9 -1.105 -3.359 -3.790  -0.50
C10 -0.509 -2.890 -4.944  -0.39
C11 0.535 -1.977 -4.849  -0.86
C12 0.926 -1.562 -3.594  -0.22
N3 0.348 -2.003 -2.463  -0.03
H1 -0.830 -3.801 1.700  0.28
H2 -2.354 -4.114 0.872  0.49
H3 -4.241 -2.719 1.569  0.40
H4 -5.075 -0.741 2.848  0.41
H5 -3.406 0.866 3.790  0.45
H6 -0.990 0.462 3.348  0.40
H7 -1.905 -4.086 -3.792  0.50
H8 -0.844 -3.237 -5.914  0.44
H9 1.036 -1.596 -5.729  0.45
H10 1.722 -0.843 -3.463  0.17
N4 1.808 1.094 -1.742  -0.10
C13 3.252 0.833 -1.773  -0.73
C14 3.730 0.138 -0.505  -0.47
N5 3.110 -1.189 -0.326  -0.26
H11 1.539 1.668 -2.533  0.20
H12 1.580 1.617 -0.893  -0.15
H13 3.837 1.748 -1.893  0.43
H14 3.475 0.196 -2.637  0.36
H15 3.438 0.746 0.354  0.07
H16 4.820 0.091 -0.526  0.45
H17 3.344 -1.580 0.579  0.23
H18 3.417 -1.862 -1.018  0.15
C15 -2.671 2.524 -1.424  -0.65
C16 -1.828 2.335 -2.708  -0.49
C17 -1.697 0.819 -2.832  -0.39
O2 -1.745 0.350 -1.482  -0.01
C18 -2.790 1.108 -0.853  -0.20
H19 -3.654 2.940 -1.638  0.32
H20 -2.170 3.186 -0.720  0.29
H21 -0.842 2.787 -2.584  0.11
H22 -2.295 2.774 -3.589  0.42
H23 -0.765 0.485 -3.281  0.07
H24 -2.532 0.389 -3.394  0.39
H25 -2.646 1.045 0.225  -0.09
H26 -3.752 0.657 -1.109  0.36
C19 3.082 0.986 4.951  -0.47
C20 2.779 -0.178 4.203  -1.02
C21 2.068 -0.067 3.041  -0.07
C22 1.610 1.188 2.537  -0.35
C23 0.885 1.238 1.287  0.25
C24 0.475 2.515 0.941  0.04
C25 0.722 3.688 1.712  -1.10
C26 1.429 3.603 2.873  -0.96
C27 1.903 2.337 3.316  1.00
C28 2.650 2.207 4.517  -0.83
H27 3.648 0.903 5.871  0.39
H28 3.105 -1.148 4.558  0.43
H29 1.810 -0.965 2.489  0.50
H30 -0.082 2.668 0.007  0.22
H31 0.350 4.652 1.375  0.40
H32 1.635 4.485 3.471  0.35
H33 2.873 3.101 5.091  0.38

Values from the calculation:
net charge = 0
HOMO-LUMO gap = 7.52 eV
energy above the lowest of the compared OMol25 structures with the same formula, charge and spin = 0.036 eV
total energy = -1541.8091 Eh
lowest unoccupied orbital energy = 0.25 eV

---

Computed, not measured: a gas-phase ion, C2H2NO2S (charge -1) at a distorted geometry, with ωB97M-V/def2-TZVPD.

Last column: Mulliken charge in e.
Atoms and positions in Å:
C1 -0.816 1.286 -0.329  0.07
C2 0.585 0.974 -0.069  -0.52
N1 -0.730 1.198 0.870  -0.45
O1 -0.760 -1.346 -0.376  -0.59
O2 1.689 -1.670 -0.534  -0.63
S1 0.572 -0.867 0.022  0.68
H1 -1.470 1.466 -1.061  0.36
H2 0.931 -1.042 1.477  0.07

Values from the calculation:
net charge = -1
HOMO-LUMO gap = 7.42 eV
energy above the lowest of the compared OMol25 structures with the same formula, charge and spin = 5.638 eV
SMILES = O=[S@@H]([O-])=c1cn1
total energy = -680.7000 Eh
lowest unoccupied orbital energy = 4.10 eV

---

Computed, not measured: 2 unconnected molecules or ions with the total composition C4H9O4 at a distorted geometry, with ωB97M-V/def2-TZVPD.

Last column: Mulliken charge in e.
Atoms and positions in Å:
O1 -2.194 2.072 0.218  -0.57
C1 -1.658 0.927 0.259  0.23
O2 -2.147 -0.033 -0.632  -0.49
C2 -0.094 1.142 -0.105  -0.54
C3 0.766 -0.088 -0.257  -0.26
C4 2.241 -0.059 0.359  -0.58
O3 3.130 0.484 -0.452  -0.64
H1 -1.669 0.407 1.244  0.34
H2 0.256 1.928 0.569  0.41
H3 0.244 -0.823 0.387  0.30
H4 -0.102 1.622 -1.087  0.22
H5 2.197 0.461 1.341  0.25
H6 2.496 -1.095 0.640  0.27
H7 0.843 -0.424 -1.286  0.37
H8 -1.351 -3.277 -0.331  0.15
H9 -1.702 -0.927 -0.566  0.45
O4 -1.255 -2.318 -0.300  -0.93

Values from the calculation:
net charge = -1
HOMO-LUMO gap = 4.28 eV
energy above the lowest of the compared OMol25 structures with the same formula, charge and spin = 8.348 eV
total energy = -458.5607 Eh
lowest unoccupied orbital energy = -0.19 eV

---

Computed, not measured: 2 unconnected molecules or ions with the total composition C6H7N3O at a distorted geometry, with ωB97M-V/def2-TZVPD.

Last column: Mulliken charge in e.
Atoms and positions in Å:
C1 -1.437 -0.425 2.064  -0.32
C2 -0.073 -0.726 2.119  -0.08
C3 -0.376 1.262 1.348  0.61
C4 -0.066 2.448 0.704  0.25
C5 0.105 -0.109 -1.255  0.05
C6 1.347 0.073 -2.087  -1.16
N1 -1.590 0.859 1.622  -0.52
N2 0.250 3.475 0.388  -0.43
N3 -0.412 -1.284 -1.400  -0.34
O1 0.529 0.330 1.629  -0.28
H1 -2.318 -1.014 2.468  0.36
H2 0.533 -1.545 2.430  0.41
H3 0.910 -0.214 -3.030  0.41
H4 2.105 -0.716 -1.791  0.27
H5 1.850 1.044 -1.955  0.26
H6 -1.370 -1.461 -1.118  0.28
H7 0.012 -1.999 -2.137  0.24

Values from the calculation:
net charge = 0
HOMO-LUMO gap = 8.93 eV
energy above the lowest of the compared OMol25 structures with the same formula, charge and spin = 3.746 eV
total energy = -472.2042 Eh
lowest unoccupied orbital energy = 0.72 eV

---

Computed, not measured: a molecular structure, C43H50AsN2O6PSSn, with ωB97M-V/def2-TZVPD.

Last column: Mulliken charge in e.
Atoms and positions in Å:
Sn1 0.314 0.358 0.276  1.86
O1 -1.630 0.523 1.813  -0.05
C1 -2.801 0.821 1.605  -0.82
C2 -3.439 1.040 0.332  0.95
C3 -4.823 1.234 0.356  -0.39
C4 -5.539 1.351 -0.804  -0.81
C5 -4.888 1.277 -2.050  -0.36
C6 -3.538 1.110 -2.105  -0.72
C7 -2.736 1.009 -0.923  0.18
O2 -1.468 0.906 -1.038  -0.39
N1 -6.985 1.513 -0.748  1.01
O3 -7.518 1.593 0.347  -0.63
O4 -7.592 1.559 -1.806  -0.64
H1 -3.471 0.915 2.478  0.24
H2 -5.350 1.276 1.303  0.60
H3 -5.482 1.360 -2.951  0.51
H4 -3.017 1.048 -3.052  0.47
C8 4.856 0.723 -1.248  -0.91
As1 3.387 0.502 -2.481  0.64
C9 2.649 2.250 -2.827  -0.81
C10 4.282 0.073 -4.138  -1.18
S1 1.913 -0.926 -2.082  -0.52
H5 5.149 1.772 -1.229  0.38
H6 5.684 0.105 -1.586  0.47
H7 4.537 0.411 -0.257  0.09
H8 3.449 2.956 -3.047  0.44
H9 2.073 2.581 -1.968  -0.04
H10 1.988 2.161 -3.686  0.40
H11 5.009 0.849 -4.375  0.38
H12 3.539 -0.003 -4.928  0.35
H13 4.785 -0.884 -4.032  0.38
C11 -2.405 -1.894 6.989  -1.53
C12 -2.036 -0.516 6.498  1.20
C13 -2.846 0.566 6.823  -0.88
C14 -2.518 1.852 6.423  -1.10
C15 -1.350 2.065 5.714  -0.55
C16 -0.532 0.991 5.369  -0.51
N2 0.636 1.269 4.612  0.60
C17 1.924 0.859 4.920  0.55
C18 2.276 0.520 6.233  -0.89
C19 3.564 0.129 6.541  -0.59
C20 4.540 0.031 5.553  -0.83
C21 4.204 0.346 4.251  -0.44
C22 2.922 0.780 3.927  0.20
C23 2.594 1.028 2.500  0.54
O5 1.883 2.119 2.296  -0.07
O6 2.938 0.268 1.608  -0.67
C24 -0.886 -0.320 5.720  1.80
C25 -0.072 -1.493 5.244  -1.64
H14 -3.278 -1.847 7.639  0.42
H15 -1.583 -2.338 7.557  0.33
H16 -2.630 -2.565 6.159  0.17
H17 -3.756 0.395 7.389  0.37
H18 -3.155 2.688 6.687  0.43
H19 -1.038 3.066 5.435  0.52
H20 0.518 1.789 3.761  -0.42
H21 1.522 0.598 7.007  0.50
H22 3.816 -0.104 7.569  0.40
H23 5.544 -0.290 5.799  0.41
H24 4.938 0.264 3.457  0.46
H25 0.749 -1.726 5.929  0.37
H26 0.365 -1.285 4.266  0.16
H27 -0.694 -2.382 5.152  0.50
C26 -1.716 -3.014 -1.413  -1.45
P1 -0.824 -2.781 0.183  0.84
C27 -2.104 -3.291 1.389  0.33
C28 -1.794 -4.088 2.493  -0.57
C29 -2.771 -4.409 3.426  -0.68
C30 -4.063 -3.918 3.287  -0.52
C31 -4.375 -3.105 2.206  -0.67
C32 -3.402 -2.793 1.266  -0.54
C33 0.292 -4.234 0.162  -0.22
C34 1.665 -4.002 0.224  -0.18
C35 2.562 -5.064 0.169  -0.68
C36 2.090 -6.363 0.058  -0.42
C37 0.720 -6.605 0.007  -0.73
C38 -0.174 -5.546 0.056  -0.03
H28 -2.285 -3.945 -1.430  0.43
H29 -0.968 -3.020 -2.207  0.44
H30 -2.387 -2.170 -1.585  0.36
H31 -0.788 -4.472 2.611  0.51
H32 -2.524 -5.054 4.263  0.43
H33 -4.824 -4.168 4.018  0.41
H34 -5.381 -2.719 2.090  0.46
H35 -3.660 -2.158 0.424  0.27
H36 2.029 -2.984 0.312  0.42
H37 3.628 -4.875 0.216  0.42
H38 2.785 -7.192 0.019  0.37
H39 0.351 -7.621 -0.069  0.39
H40 -1.241 -5.739 0.030  0.32
C39 -0.639 3.681 1.814  -1.56
C40 0.701 3.824 1.088  2.87
C41 1.598 4.818 1.838  -1.85
C42 0.444 4.342 -0.328  -1.93
C43 1.377 2.470 0.937  -1.34
H41 -1.127 4.653 1.934  0.59
H42 -0.510 3.242 2.809  0.09
H43 -1.303 3.026 1.244  -0.15
H44 1.192 5.832 1.775  0.44
H45 2.603 4.827 1.404  0.35
H46 1.689 4.550 2.892  0.31
H47 -0.186 5.233 -0.298  0.49
H48 -0.064 3.581 -0.929  0.22
H49 1.384 4.610 -0.822  0.38
H50 2.275 2.599 0.321  0.46

Values from the calculation:
net charge = 0
HOMO-LUMO gap = 6.74 eV
energy above the lowest of the compared OMol25 structures with the same formula, charge and spin = 1.965 eV
total energy = -5419.0639 Eh
lowest unoccupied orbital energy = -0.03 eV

---

Computed, not measured: 2 unconnected molecules or ions with the total composition C9H14 at a distorted geometry, with ωB97M-V/def2-TZVPD.

Last column: Mulliken charge in e.
Atoms and positions in Å:
C1 -0.523 -0.011 -2.702  -0.49
C2 0.982 -0.335 -2.729  -0.82
H1 -1.091 -0.756 -3.277  0.28
H2 -0.946 -0.012 -1.703  -0.06
H3 -0.783 0.857 -3.310  0.32
H4 1.534 0.550 -3.053  0.26
H5 1.396 -0.631 -1.769  0.25
H6 1.169 -1.099 -3.481  0.29
C3 1.416 1.609 1.987  -1.38
C4 -1.919 0.040 1.033  -0.44
C5 -0.923 0.951 1.339  -0.38
C6 -1.631 -1.330 0.983  -0.47
C7 0.405 0.575 1.589  0.80
C8 -0.350 -1.725 1.302  -0.35
C9 0.646 -0.799 1.637  -0.56
H7 -2.876 0.425 0.709  0.38
H8 -1.088 2.024 1.376  0.32
H9 -2.381 -2.040 0.672  0.38
H10 0.093 -2.705 1.185  0.33
H11 2.244 1.175 2.557  0.37
H12 1.059 2.375 2.672  0.37
H13 1.654 -1.076 1.912  0.31
H14 1.914 1.938 1.070  0.29

Values from the calculation:
net charge = 0
HOMO-LUMO gap = 10.12 eV
energy above the lowest of the compared OMol25 structures with the same formula, charge and spin = 0.599 eV
SMILES = Cc1ccccc1.CC
total energy = -351.3082 Eh
lowest unoccupied orbital energy = 0.99 eV

---

We obtain highest occupied orbital energy values of -7.26, -3.32, -4.47, -8.21, -6.77, -9.13 eV for the records listed above, in that order.